The following is a quantum chemistry calculation of an isolated ion of composition C10H14NS and charge +1 at a distorted geometry, from OMol25.

XYZ file:
```
26
Properties=species:S:1:pos:R:3:forces:R:3
N -1.807114 1.159204 1.463373 3.8987 0.9366 -2.6161
C -1.478813 0.332502 0.179295 3.8675 -1.5934 -0.1483
S -2.319925 1.210176 -1.178645 0.9388 0.7140 0.8666
C -1.828565 -1.225008 0.349333 1.0998 1.6897 0.2041
C -1.044995 -2.005239 -0.705603 -0.9938 1.4480 1.4119
C 0.414750 -2.019618 -0.367053 1.4288 -0.8298 0.5183
C 1.078905 -0.667043 -0.348238 -1.5416 0.1854 -0.1131
C 2.425745 -0.532300 -0.471410 0.3801 3.8347 0.8353
C 3.066546 0.726212 -0.313818 -1.5213 -1.0947 -0.5398
C 2.299285 1.845772 -0.148670 0.3363 0.8220 0.5390
C 0.916397 1.754676 -0.046121 0.1317 0.5348 -0.1838
C 0.336058 0.505424 -0.141026 -3.6483 -0.3329 1.2234
H -1.416268 0.900662 2.345738 0.3689 -0.9393 0.7218
H -2.771404 1.287095 1.503672 -2.1282 0.8485 0.1406
H -1.216617 1.989546 1.141765 -1.6462 -0.4096 1.1767
H -1.480863 2.341249 -1.004835 -1.0277 -1.2667 -0.5264
H -2.875660 -1.213006 0.205544 -1.3527 -0.6758 -0.1728
H -1.594399 -1.706310 1.343502 -0.1619 1.1888 -0.6839
H -1.296217 -1.577495 -1.667584 0.6082 0.2600 -0.4584
H -1.469337 -2.960412 -0.746681 -0.3527 -1.7157 0.0782
H 0.797748 -2.677637 -1.120763 1.0026 0.0601 -0.7859
H 0.840847 -2.560735 0.558115 -1.6595 0.6276 -0.8008
H 3.074913 -1.298971 -0.517283 1.6967 -3.0355 -0.5142
H 4.118835 0.814807 -0.370754 0.8933 -0.1007 -0.0039
H 2.772433 2.817615 0.011616 -0.1478 -0.2766 -0.2693
H 0.457713 2.758833 0.046539 -0.4696 -0.8794 0.1008
```
Forces are in eV/Å.

## Properties
Gap between HOMO and LUMO, eV: 9.54
SMILES: [NH3+][C@]1(S)CCCc2ccccc21
DFT total energy, Ha: -842.07990
Charge: +1
HOMO, eV: -12.729

The following is a quantum chemistry calculation of a 2-piece molecular cluster, C10H14O overall at a distorted geometry, from OMol25.

XYZ file:
```
25
Properties=species:S:1:pos:R:3:forces:R:3
C 1.425052 2.739470 0.370146 -0.6190 0.4576 -0.0212
C 2.556783 1.806585 0.053892 -0.1577 -0.6325 -0.1569
C 2.403007 0.598686 -0.503690 -0.4595 0.1410 -0.3432
C 1.145251 0.045399 -1.048645 0.1861 -0.0607 0.1070
C 1.095477 -1.144029 -1.669218 -0.0982 0.7404 0.4501
C -0.158672 -1.797213 -2.148147 -1.0308 0.5567 -0.1902
H 0.612429 2.269107 0.958600 0.5964 0.0048 -0.0412
H 0.888438 3.085722 -0.536554 0.5162 0.0913 0.3057
H 1.790046 3.608231 0.944102 -0.2933 -0.2886 -0.3627
H 3.572853 2.115741 0.288645 -0.2106 0.0059 0.2182
H 3.261186 -0.055182 -0.600354 0.1562 0.0753 -0.1559
H 0.231729 0.654857 -0.965608 0.3512 -0.3546 0.1345
H 2.029077 -1.665824 -1.835365 0.0870 -0.1628 0.1304
H -0.948057 -1.842935 -1.369414 0.6084 -0.1208 -0.1920
H 0.017025 -2.793182 -2.523280 0.0393 -0.3334 -0.0165
H -0.638150 -1.230748 -2.966987 0.3264 -0.1385 0.1351
C -0.481649 -2.136170 1.902541 0.0829 -0.0944 0.2000
C -1.248290 -1.290225 1.548663 -0.3476 0.6240 -0.7503
C -2.154913 -0.262988 1.003555 -0.3654 -0.1202 0.9026
C -3.456217 -0.096428 1.798700 -0.5105 0.5486 -0.7554
O -4.164289 0.860168 1.592971 0.3439 -0.4277 0.2937
H 0.212266 -2.866843 2.239093 -0.0034 -0.0390 0.0171
H -2.470938 -0.459295 -0.023500 0.1626 -0.2420 -0.0191
H -1.737368 0.743680 0.998582 0.3922 -0.0948 -0.0238
H -3.782078 -0.886584 2.491274 0.2473 -0.1356 0.1339
```
Forces are in eV/Å.

## Properties
Gap between HOMO and LUMO, eV: 9.13
SMILES: C/C=C\C=C\C.C#CCC=O
DFT total energy, Ha: -464.54324
Charge: 0
HOMO, eV: -8.302

The following is a quantum chemistry calculation of an isolated molecule of C10H14O2S at a distorted geometry, from OMol25.

XYZ file:
```
27
Properties=species:S:1:pos:R:3:forces:R:3
C 2.178415 2.039437 0.906492 0.7572 -1.0479 -2.2405
C 1.580894 1.162553 -0.257248 0.6705 2.8714 1.1621
O 2.212793 1.306049 -1.506288 -0.2388 -0.3525 -0.6308
C 1.494150 -0.263415 0.245545 -0.3335 -2.1266 -2.5590
S 3.127361 -1.146029 0.317953 -0.7894 -0.0906 -0.1566
C 0.514032 -1.074461 -0.691524 0.4349 1.8283 -1.2300
O 0.655139 -2.454926 -0.637833 -0.2899 -1.1135 0.6743
C -0.862106 -0.584855 -0.344673 -1.1068 -0.9104 -1.0255
C -1.417563 -1.235938 0.723688 -4.1412 2.3563 -0.2676
C -2.759776 -1.015978 1.143328 0.3187 1.9278 -0.6817
C -3.521715 -0.108182 0.365214 -1.1767 -0.8454 2.0335
C -2.995005 0.491809 -0.759641 0.2974 0.2075 0.6016
C -1.700183 0.261233 -1.099651 1.8602 -0.4260 -1.0327
H 3.238041 2.060499 0.992634 1.2428 -0.6944 -0.2327
H 1.821196 1.583615 1.746557 -0.9047 -0.9480 2.6008
H 1.968012 3.057095 0.963919 -1.1320 1.7834 -0.5303
H 0.637541 1.716464 -0.446762 -0.2432 -1.3388 0.3637
H 3.123843 1.585530 -1.465983 0.3711 -0.1360 0.4621
H 0.899562 -0.417754 1.105495 0.3541 0.7064 1.8510
H 2.613322 -2.320753 -0.202737 0.4592 0.9133 0.4476
H 0.674375 -0.876072 -1.732498 0.5065 0.8041 -0.5948
H -0.123810 -2.829715 -0.213325 0.1440 -0.1800 -0.0310
H -0.885891 -1.846163 1.299176 2.4654 -2.5036 2.3373
H -3.144859 -1.229638 2.168642 0.4442 -0.5409 -1.1765
H -4.537181 0.105801 0.783743 0.9032 0.0569 -0.8087
H -3.379836 1.284476 -1.353986 -1.4229 0.2096 -0.1288
H -1.410756 0.749306 -2.050225 0.5497 -0.4106 0.7931
```
Forces are in eV/Å.

## Properties
Gap between HOMO and LUMO, eV: 9.53
SMILES: C[C@@H](O)[C@H](S)[C@@H](O)c1ccccc1
DFT total energy, Ha: -938.03731
Charge: 0
HOMO, eV: -8.827